1.
# C9H24FInN3O4S2

A structure of composition C9H24FInN3O4S2 at a distorted geometry (the ωB97M-V functional and the def2-TZVPD basis, the Open Molecules 2025 dataset).

Atoms and positions in Å:
O1 2.325 4.240 2.195
S1 3.332 4.405 3.359
O2 2.599 4.952 4.627
F1 4.466 5.612 2.862
In1 4.401 2.212 3.961
N1 5.871 2.680 5.502
C1 5.051 3.012 6.588
S2 4.539 3.922 7.974
H1 3.098 1.183 4.684
H2 5.286 1.427 2.611
C2 0.383 -1.249 -0.868
C3 1.020 -1.552 0.485
C4 1.506 -0.291 1.236
O3 2.725 0.263 0.733
C5 2.567 1.076 -0.419
N2 2.112 -2.519 0.295
H3 1.121 -1.021 -1.642
H4 -0.187 -2.116 -1.223
H5 -0.310 -0.405 -0.798
H6 0.248 -2.025 1.105
H7 1.720 -0.579 2.272
H8 0.723 0.476 1.285
H9 1.629 1.639 -0.403
H10 2.634 0.466 -1.320
H11 3.397 1.791 -0.447
H12 2.468 -2.793 1.211
H13 2.896 -2.012 -0.127
C6 -5.307 -1.012 -3.587
C7 -4.671 -0.533 -2.284
C8 -3.126 -0.580 -2.297
O4 -2.574 -1.891 -2.139
C9 -2.552 -2.663 -3.330
N3 -5.224 -1.313 -1.167
H14 -5.299 -2.101 -3.686
H15 -6.357 -0.700 -3.634
H16 -4.795 -0.586 -4.455
H17 -4.965 0.515 -2.149
H18 -2.766 -0.005 -1.435
H19 -2.715 -0.091 -3.188
H20 -2.368 -2.051 -4.218
H21 -3.485 -3.218 -3.432
H22 -1.744 -3.397 -3.244
H23 -4.872 -0.923 -0.292
H24 -4.798 -2.243 -1.205

Computed properties:
- E_HOMO: -5.81 eV
- Net charge: -1
- HOMO-LUMO gap: 8.0 eV

***

2.
# C9H24GaN2O3

A structure of composition C9H24GaN2O3 (the ωB97M-V functional and the def2-TZVPD basis, the Open Molecules 2025 dataset).

Atoms and positions in Å:
C1 3.214 -0.401 0.132
O1 2.618 0.764 -0.372
C2 3.145 1.986 0.214
Ga1 2.429 3.686 -0.708
N1 2.301 3.226 -2.597
C3 0.575 3.980 0.106
C4 -0.348 2.799 -0.270
C5 -0.404 1.742 0.838
C6 -0.837 0.352 0.390
O2 -0.072 -0.131 -0.707
H1 2.519 -1.242 0.027
H2 4.143 -0.645 -0.405
H3 3.457 -0.294 1.198
H4 2.871 1.984 1.284
H5 4.243 1.914 0.178
H6 3.442 4.926 -0.488
H7 2.197 2.216 -2.666
H8 1.433 3.596 -2.979
H9 0.713 3.985 1.198
H10 0.127 4.948 -0.141
H11 -1.368 3.114 -0.531
H12 0.032 2.309 -1.173
H13 -1.047 2.077 1.660
H14 0.606 1.656 1.257
H15 -1.884 0.327 0.066
H16 -0.756 -0.344 1.237
H17 0.818 0.279 -0.666
C7 -1.792 -3.102 -0.223
C8 -2.912 -3.055 0.792
O3 -3.182 -2.059 1.435
N2 -3.636 -4.204 0.975
C9 -3.474 -5.477 0.315
H18 -1.301 -2.134 -0.270
H19 -1.057 -3.861 0.051
H20 -2.177 -3.353 -1.212
H21 -4.367 -4.110 1.662
H22 -4.372 -5.762 -0.240
H23 -3.243 -6.274 1.025
H24 -2.654 -5.418 -0.394

Computed properties:
- E_HOMO: -4.03 eV
- Net charge: -1
- HOMO-LUMO gap: 6.4 eV

***

3.
# C9H24N4RuS3

A structure of composition C9H24N4RuS3 at a distorted geometry (the ωB97M-V functional and the def2-TZVPD basis, the Open Molecules 2025 dataset).

Atoms and positions in Å:
Ru1 0.214 0.271 -0.262
S1 2.091 -1.153 0.511
S2 -1.149 0.491 -2.288
C1 2.722 -2.335 -0.732
C2 0.935 -2.218 1.464
C3 -0.312 -2.601 0.699
N1 -1.099 -1.419 0.280
C4 -2.056 -1.721 -0.807
C5 -2.519 -0.475 -1.528
H1 0.698 -1.645 2.358
H2 1.470 -3.110 1.786
H3 -0.915 -3.283 1.305
H4 -0.036 -3.144 -0.201
H5 -2.925 -2.267 -0.431
H6 -1.553 -2.383 -1.508
H7 -3.012 0.221 -0.853
H8 -3.235 -0.732 -2.307
C6 -0.646 -0.616 -3.653
H9 -1.629 -1.096 1.084
H10 -0.305 -1.579 -3.287
H11 0.174 -0.120 -4.162
H12 -1.472 -0.742 -4.346
H13 3.426 -1.785 -1.347
H14 1.929 -2.721 -1.363
H15 3.243 -3.147 -0.235
C7 -2.680 2.007 4.311
C8 -1.881 3.018 4.005
H16 -2.379 1.230 5.001
H17 -3.670 1.912 3.883
H18 -0.891 3.113 4.433
H19 -2.182 3.796 3.315
N2 1.675 0.855 -1.614
N3 2.128 2.060 -1.050
C9 1.602 2.710 0.161
N4 2.242 3.902 0.586
S3 0.299 2.193 1.091
H20 2.486 0.210 -1.685
H21 1.344 1.077 -2.575
H22 2.904 2.540 -1.531
H23 1.918 4.405 1.425
H24 3.045 4.280 0.064

Computed properties:
- E_HOMO (alpha / beta): -15.89 / -17.94 eV
- Net charge: +3
- Multiplicity: 6
- HOMO-LUMO gap (alpha / beta): 5.7 / 3.1 eV
- <S²>: 8.7645

***

4.
# C9H24N7O6P2S

A cluster of 3 separate species, C9H24N7O6P2S in total at a distorted geometry (the ωB97M-V functional and the def2-TZVPD basis, the Open Molecules 2025 dataset).

Atoms and positions in Å:
C1 2.072 -0.083 -3.491
S1 0.882 -1.330 -3.221
O1 1.399 -2.223 -2.233
O2 0.433 -1.894 -4.438
N1 -0.451 -0.634 -2.422
C2 -0.917 0.606 -2.515
N2 -0.391 1.582 -3.263
C3 -1.149 2.612 -3.035
N3 -2.162 2.379 -2.199
P1 -3.471 3.507 -1.615
O3 -3.523 4.499 -2.849
O4 -2.663 4.443 -0.595
N4 -2.010 1.040 -1.843
P2 -3.022 0.057 -0.773
N5 -3.209 -1.314 -1.428
H1 3.013 -0.595 -3.538
H2 2.030 0.642 -2.702
H3 1.891 0.427 -4.418
H4 -0.948 -1.280 -1.816
H5 -0.976 3.574 -3.469
H6 -2.834 4.388 -3.509
H7 -2.505 3.942 0.210
H8 -2.391 0.041 0.481
H9 -4.171 0.839 -0.716
H10 -2.877 -2.109 -0.870
C4 -0.465 -3.106 0.533
O5 -1.632 -3.438 0.356
N6 0.290 -3.455 1.565
C5 1.647 -2.953 1.652
C6 -0.250 -4.326 2.600
H11 0.073 -2.446 -0.165
H12 2.363 -3.775 1.678
H13 1.752 -2.359 2.563
H14 1.857 -2.323 0.792
H15 -0.553 -5.278 2.168
H16 -1.127 -3.867 3.056
H17 0.507 -4.496 3.358
C7 0.763 1.001 2.316
O6 0.731 0.693 1.131
N7 1.823 1.501 2.950
C8 1.791 1.845 4.362
C9 3.053 1.708 2.197
H18 -0.117 0.881 2.970
H19 2.007 2.905 4.495
H20 2.535 1.264 4.907
H21 0.808 1.632 4.774
H22 2.877 2.397 1.372
H23 3.402 0.763 1.782
H24 3.814 2.117 2.854

Computed properties:
- E_HOMO: -11.67 eV
- Net charge: +1
- HOMO-LUMO gap: 8.2 eV

***

5.
# C9H25BIN5O13P

A cluster of 6 separate species, C9H25BIN5O13P in total (the ωB97M-V functional and the def2-TZVPD basis, the Open Molecules 2025 dataset).

Atoms and positions in Å:
C1 -0.162 -2.154 -0.483
C2 -0.549 -0.698 -0.433
O1 -1.990 -0.581 -0.639
B1 -2.656 0.380 -0.026
O2 -2.202 1.383 0.764
P1 -4.599 0.308 -0.420
C3 -5.074 -1.376 -0.894
C4 -6.132 -2.014 -0.031
O3 -7.023 -2.652 -0.454
I1 -5.815 -1.829 2.081
H1 0.883 -2.261 -0.218
H2 -0.356 -2.563 -1.469
H3 -0.768 -2.715 0.229
H4 -0.341 -0.267 0.537
H5 -0.028 -0.150 -1.210
H6 -2.319 1.233 1.715
H7 -4.836 1.130 -1.519
H8 -5.341 0.722 0.679
H9 -5.395 -1.400 -1.930
H10 -4.179 -1.992 -0.815
C5 2.386 1.783 0.574
N1 2.848 0.374 0.476
O4 3.595 -0.056 1.319
O5 2.440 -0.277 -0.476
H11 2.812 2.236 1.460
H12 2.726 2.277 -0.329
H13 1.300 1.767 0.623
C6 -0.998 -2.292 3.764
N2 -1.473 -0.979 3.250
O6 -0.673 -0.235 2.726
O7 -2.657 -0.725 3.362
H14 0.067 -2.361 3.579
H15 -1.225 -2.323 4.825
H16 -1.554 -3.061 3.238
C7 5.387 3.337 4.695
N3 4.261 2.939 3.807
O8 4.012 3.645 2.851
O9 3.657 1.931 4.097
H17 5.821 4.249 4.305
H18 4.977 3.477 5.689
H19 6.101 2.519 4.693
C8 5.078 1.264 -3.313
N4 5.360 2.324 -2.305
O10 4.429 2.740 -1.640
O11 6.501 2.701 -2.210
H20 4.021 1.030 -3.275
H21 5.372 1.656 -4.281
H22 5.688 0.405 -3.052
C9 -3.190 -2.278 -5.316
N5 -2.891 -1.281 -4.251
O12 -3.789 -0.970 -3.484
O13 -1.774 -0.833 -4.203
H23 -4.226 -2.578 -5.224
H24 -2.994 -1.796 -6.268
H25 -2.512 -3.113 -5.171

Computed properties:
- E_HOMO: -12.78 eV
- Net charge: +1
- HOMO-LUMO gap: 9.8 eV

***

Which of these has the highest net charge?
C9H24N4RuS3